The following is a quantum chemistry calculation of a molecular structure, C16H21B2F4N6O7S5W in a non-equilibrium geometry, from the OMol25 dataset.

Summary:
HOMO-LUMO gap (spin up / spin down) = 5.13 / 4.15 eV
multiplicity = 3
total charge = +1
highest occupied orbital energy (spin up / spin down) = -0.4049 / -0.4088 Eh

Each line ends with the Löwdin charge.
Geometry (Å):
W -17.3346 0.6900 3.5627  1.641
S -15.5957 -0.2589 1.5156  1.046
S -10.3831 1.9198 0.6162  0.629
S -15.1426 1.7110 4.1154  0.676
S -12.8719 0.2148 0.6498  0.933
S -12.1529 1.9791 2.9502  0.919
F -20.2917 -0.2383 0.6781  0.132
F -18.3244 0.1295 8.3939  0.203
F -19.2982 1.8852 0.6476  0.123
F -16.1131 -0.5026 7.7235  0.132
O -20.5760 -2.5638 4.4618  0.161
O -18.8443 -3.7415 3.5614  0.112
O -20.6197 -4.7428 4.3767  0.238
O -17.0810 1.3735 6.8550  0.044
O -20.2754 1.2412 2.6576  0.076
O -18.0836 -0.7771 6.3003  0.053
O -18.2089 0.1668 1.8728  -0.269
N -16.1652 -0.8139 2.9703  -0.526
N -17.6766 1.6582 5.6898  -0.090
N -17.4609 2.9149 2.8183  0.109
N -20.0310 -3.6270 4.1495  -0.463
N -19.4045 1.3679 3.6501  -0.097
N -17.3399 -0.7649 5.1342  -0.065
C -13.8170 1.2615 2.9891  -0.921
C -15.1881 -3.0215 3.0216  0.023
C -16.0913 3.8124 -0.0446  -0.026
C -11.7543 1.3748 1.3543  -1.447
C -16.5873 -2.9800 5.9644  0.030
C -16.0088 -1.9274 3.6688  -0.244
C -15.6526 5.8194 1.4269  -0.023
C -14.0605 0.4776 1.8572  -0.993
C -18.7965 2.3467 5.6830  -0.219
C -17.0282 3.8116 2.1825  -0.021
C -16.6504 -1.8781 4.9639  -0.213
C -16.6852 4.7238 1.0443  -0.569
C -19.8225 2.0137 4.6900  -0.212
C -21.2617 2.3380 4.9879  0.039
C -18.0027 5.3214 0.5381  -0.034
C -19.0874 3.3426 6.7189  0.011
B -17.3997 -0.0028 7.4005  -1.040
B -19.5527 0.7327 1.3964  -1.027
H -17.8907 5.9089 -0.4187  0.121
H -15.9228 -2.7961 6.8738  0.139
H -18.6879 4.4672 0.4074  0.087
H -19.6974 4.2041 6.3921  0.103
H -21.3914 3.3559 5.4437  0.105
H -19.6159 2.9086 7.5700  0.119
H -21.6424 1.5704 5.6409  0.106
H -15.8320 4.4412 -0.9069  0.105
H -16.8174 3.0755 -0.3953  0.094
H -18.4695 6.0101 1.2799  0.103
H -21.8369 2.2623 4.0373  0.108
H -18.0995 3.7149 7.1341  0.130
H -15.4863 6.4265 0.5234  0.102
H -15.1615 3.3035 0.3142  0.099
H -15.3294 -2.9275 1.9421  0.081
H -16.2669 -3.8728 5.4115  0.087
H -17.5385 -3.2268 6.3687  0.087
H -16.0701 6.4472 2.2086  0.087
H -14.1281 -2.9216 3.3236  0.121
H -14.6939 5.3737 1.7355  0.093
H -15.6044 -3.9676 3.3838  0.091

Atomic forces in eV per Å
W -0.250 2.041 -1.228
S -0.004 0.509 -0.572
S -0.981 -0.609 0.470
S 1.284 -0.323 -0.502
S 0.846 0.526 0.137
S -1.594 -0.691 0.025
F 1.001 1.400 1.389
F 0.359 -0.388 -0.004
F -0.016 -0.457 0.017
F -1.508 -0.013 -0.091
O 1.798 -2.801 -0.931
O -4.129 0.076 2.129
O 1.587 1.711 -0.646
O 0.842 1.478 -0.772
O 0.588 -1.209 -0.304
O 0.662 0.506 -0.897
O -0.198 0.846 2.501
N -0.598 -0.634 1.719
N -2.271 -0.637 -2.325
N 1.887 2.118 -1.546
N 0.828 1.111 -0.559
N -1.005 0.362 1.289
N -0.375 -1.098 -0.355
C -0.828 -0.637 -1.335
C -0.712 0.239 1.215
C 0.630 -0.399 -0.012
C 1.317 0.719 -0.653
C 1.452 -0.444 0.108
C 1.145 -0.042 -1.064
C -0.266 -0.568 -0.280
C -0.495 0.277 2.383
C 0.862 -0.566 0.817
C -1.710 -2.768 0.884
C -0.007 0.074 -0.109
C 0.656 0.512 0.131
C 0.127 0.277 -0.221
C 0.028 1.128 -1.444
C -0.917 0.420 0.053
C 1.028 0.965 1.541
B 0.822 0.151 0.124
B 0.105 -0.532 -1.017
H 0.145 -0.848 0.965
H -0.649 0.076 -1.458
H -0.006 0.530 -0.323
H 0.404 -0.557 -0.195
H 0.096 -1.134 -0.440
H -0.043 -0.160 0.047
H -0.139 -0.240 0.501
H 0.014 -0.092 0.283
H 0.062 -0.044 0.176
H 0.423 -0.457 -0.409
H 0.361 0.225 0.761
H -1.214 -0.405 -0.453
H -0.028 -0.174 0.380
H -0.712 0.349 -0.304
H 0.286 -0.192 0.149
H 0.229 0.149 0.438
H -1.027 0.159 0.268
H 0.191 0.143 0.109
H -0.447 -0.165 -0.267
H -0.357 0.235 -0.010
H 0.419 -0.028 -0.283



The following is a quantum chemistry calculation of 2 unconnected molecules or ions with the total composition C4H11N2O in a non-equilibrium geometry, from the OMol25 dataset.

Summary:
HOMO-LUMO gap (spin up / spin down) = 10.27 / 7.68 eV
energy above the lowest of the compared OMol25 structures with the same formula, charge and spin = 23.8 kcal/mol
multiplicity = 2
highest occupied orbital energy (spin up / spin down) = -0.3462 / -0.3464 Eh

Each line ends with the Löwdin charge.
Geometry (Å):
O -1.8351 -0.1249 0.2692  -0.001
N 3.1746 -0.9028 0.1177  -0.007
N -4.7879 -0.1741 0.9658  -0.023
C -0.7929 0.0980 -0.3731  -0.285
C 2.6527 -0.1078 -1.0364  -0.279
C 1.7792 0.9712 -0.3913  -0.198
C 0.4867 0.3333 0.2634  0.002
H 0.3092 0.7145 1.3227  0.128
H 1.4113 1.5674 -1.2534  0.112
H 1.9390 -0.6930 -1.6551  0.104
H 2.2448 1.6593 0.3068  0.103
H 3.6610 -1.7533 -0.0840  0.053
H -5.0499 0.1730 1.8760  -0.015
H 2.3538 -1.0775 0.6931  0.048
H -4.0515 -0.9003 0.9603  -0.005
H -4.2959 0.6623 0.5247  0.020
H 3.4494 0.2879 -1.7024  0.115
H -0.7509 0.1290 -1.5022  0.129

Atomic forces in eV per Å
O 1.560 0.381 -1.124
N -0.513 1.257 -0.470
N 1.261 1.392 -1.608
C -0.090 -0.613 -0.131
C 0.067 -0.815 0.906
C -2.187 -0.637 -1.233
C 0.409 2.850 1.454
H 0.416 -1.140 -1.097
H 0.014 0.009 0.459
H 0.536 0.137 -0.028
H 0.304 -0.330 0.104
H 0.003 -0.381 -0.379
H 0.242 -0.543 0.394
H 0.453 -0.419 0.089
H -0.724 0.712 0.637
H -0.891 -1.549 0.622
H -0.388 -0.195 0.693
H -0.472 -0.114 0.713



The following is a quantum chemistry calculation of 6 unconnected molecules or ions with the total composition C12H17F4NO13 in a non-equilibrium geometry, from the OMol25 dataset.

Summary:
HOMO-LUMO gap = 8.67 eV
energy above the lowest of the compared OMol25 structures with the same formula, charge and spin = 0.0 kcal/mol
highest occupied orbital energy = -0.3579 Eh

Each line ends with the Löwdin charge.
Geometry (Å):
F 1.1122 3.9484 -0.0599  0.125
F 3.4726 0.1835 1.0701  0.093
F 0.8199 2.3915 2.9170  0.123
F 1.0476 -4.0300 -0.4457  0.057
O 3.4533 1.0574 -0.8110  0.096
O -0.8311 2.1977 4.4259  0.196
O -1.0734 -4.4330 -1.0243  0.123
O 3.9804 1.0745 -3.0834  0.231
O -1.0946 3.4862 -0.5538  0.212
O 3.2191 -0.7134 -2.1222  0.063
O -1.2798 -4.7304 1.1507  0.106
O -2.2524 -6.1719 -0.2955  0.143
O -2.9600 2.0198 5.0926  0.113
O -2.6640 3.3661 -2.2371  0.073
O -1.9786 0.6412 3.4894  0.071
O -0.6307 2.8254 -2.5336  0.129
O -0.7871 -0.2257 -0.2383  -0.287
N -2.3053 0.0968 -2.8130  0.324
C 2.7095 0.1580 -0.0043  -0.321
C -0.8213 0.6562 2.7292  -0.140
C -1.4970 3.1759 -1.7689  -0.659
C -0.2065 -3.4885 -0.4396  -0.343
C -1.6566 -5.1463 -0.0164  -0.573
C 0.2346 3.0545 -0.4435  -0.328
C 2.7688 -1.2098 -0.7628  0.067
C 0.1028 1.4995 3.5569  -0.306
C 3.5835 0.5646 -2.1487  -0.583
C -1.9568 1.6812 4.4231  -0.552
C 0.5837 2.5921 -1.8806  -0.005
C -0.6761 -3.4409 0.9811  -0.048
H 1.9042 -1.6991 -0.7772  0.049
H -0.9560 1.2689 1.8350  0.112
H 1.5262 3.0583 -2.2815  0.175
H 0.2591 -3.2974 1.5398  0.150
H 0.4275 2.2908 0.1917  0.098
H -0.2362 -2.5342 -0.9452  0.120
H -2.1980 -0.4092 -3.8196  0.236
H -1.4631 -0.2045 0.2066  -0.266
H 1.7448 0.3730 0.2419  0.099
H -2.1651 -0.5884 -2.0019  0.142
H -1.3953 0.6526 -2.6243  0.149
H -3.0223 0.5177 -2.7025  -0.028
H 3.5764 -1.8686 -0.5028  0.141
H 0.7253 1.5529 -1.8844  0.095
H -0.3507 -0.1905 2.1748  0.135
H 0.7996 0.7009 4.1075  0.210
H -1.5931 -2.7041 1.0891  0.182

Atomic forces in eV per Å
F 0.751 2.846 0.631
F 0.492 -0.835 2.780
F 0.614 0.782 -0.679
F 0.651 0.081 -0.303
O -1.279 0.622 -2.662
O 5.594 2.043 0.284
O 0.043 1.194 -0.042
O 1.640 3.165 -3.393
O 0.436 -0.077 1.473
O -1.579 -1.904 0.837
O 0.424 0.644 1.730
O 0.397 2.154 1.134
O 3.750 -1.416 -2.463
O 3.069 -0.982 2.504
O -1.553 -0.910 0.911
O 5.514 -2.431 -5.532
O 11.187 -0.466 -8.607
N 14.794 -8.966 -2.918
C 3.839 -1.697 -2.219
C 1.139 2.136 -2.441
C -10.131 4.029 0.457
C -1.007 -0.572 -0.228
C -0.452 -4.238 -2.870
C 0.902 -0.347 -2.869
C 4.561 3.968 -1.449
C 0.675 -3.338 2.269
C -1.714 -2.843 5.602
C -7.603 -1.634 1.072
C 1.472 0.769 1.138
C -1.763 1.552 -0.043
H -3.647 -1.731 -0.637
H -0.690 0.361 -0.258
H -1.416 0.089 0.042
H -0.990 0.007 0.759
H -0.805 -2.695 2.282
H 0.124 0.191 -0.213
H -0.592 1.549 3.153
H -11.336 0.460 7.648
H -2.850 1.361 0.392
H 0.006 0.482 -0.654
H -2.008 -0.452 -0.456
H -11.852 7.588 1.490
H 0.277 -0.102 0.770
H 0.357 -1.576 0.092
H -0.833 -0.464 1.576
H -1.114 2.465 -0.242
H 2.503 -0.860 0.153



The following is a quantum chemistry calculation of a gas-phase ion, C5H15N2 (charge +1) in a non-equilibrium geometry, from the OMol25 dataset.

Summary:
HOMO-LUMO gap = 9.61 eV
energy above the lowest of the compared OMol25 structures with the same formula, charge and spin = 30.7 kcal/mol
SMILES string = CC[C@H]([NH3+])CNC
total charge = +1
highest occupied orbital energy = -0.4770 Eh

Each line ends with the Löwdin charge.
Geometry (Å):
N -1.2233 -0.8450 0.9985  0.239
N 0.3950 1.5475 0.9142  -0.134
C 0.0109 -1.5958 -2.0718  -0.088
C 0.1924 2.9217 0.5083  -0.127
C 0.4032 -1.8880 -0.6368  -0.191
C 0.2538 0.6195 -0.2128  -0.204
C 0.1449 -0.7765 0.3747  -0.275
H -0.1482 -2.7808 -0.3188  0.112
H -0.6508 -0.7459 -2.2525  0.079
H -0.7180 0.9644 -0.5785  0.121
H -1.8448 -0.1421 0.6139  0.162
H 0.8497 -0.8285 1.2043  0.153
H -0.2900 -2.4753 -2.6059  0.078
H 0.9624 3.5967 0.8861  0.093
H -1.1680 -0.7135 2.0090  0.177
H 1.2766 1.4424 1.3981  0.112
H 0.2412 3.1230 -0.5654  0.080
H -1.6869 -1.7525 0.8682  0.177
H 0.8636 -1.2299 -2.6409  0.084
H -0.8291 3.2703 0.7031  0.085
H 1.0327 0.8377 -0.9381  0.142
H 1.4228 -2.2563 -0.5813  0.126

Atomic forces in eV per Å
N -0.446 -0.911 0.514
N -0.044 -0.225 0.278
C 0.909 1.100 -0.816
C -0.334 1.140 -0.626
C -0.907 -0.890 0.313
C -0.309 1.501 1.569
C 1.124 0.253 -0.991
H -0.124 0.025 0.176
H -0.674 -0.456 0.422
H 0.093 -0.520 -0.908
H -0.123 0.344 -0.007
H -0.082 -0.234 0.001
H -0.530 -0.365 -0.115
H -0.391 -0.073 0.522
H -0.019 0.347 -0.032
H 0.107 -0.032 -0.172
H 0.406 -0.647 -0.363
H 0.277 0.065 -0.166
H 0.453 -0.155 0.093
H 0.279 0.051 0.683
H 0.042 -0.758 -0.440
H 0.293 0.441 0.067